<w>
2 unconnected molecules or ions with the total composition C4H7N2S. Source: the OMol25 dataset; level of theory: the ωB97M-V functional and the def2-TZVPD basis.

Geometry (Å):
C 0.75 0.62 -0.76
C 2.18 1.51 -2.68
C -0.74 -0.89 0.25
C -0.75 0.42 0.99
N 0.04 -0.52 -0.93
N 0.51 1.04 0.44
S 1.84 2.88 -3.24
H 2.39 0.46 -2.65
H -0.22 -1.74 0.94
H -1.80 -1.32 0.00
H -1.59 1.04 0.67
H -0.67 0.25 2.08
H -0.19 -0.61 -1.90
H 1.06 1.78 0.97

Values from the calculation:
HOMO-LUMO gap (alpha / beta) (eV): 7.29 / 7.29
Net charge: +1
LUMO energy (alpha / beta) (eV): -5.72 / -5.72
2S+1: 1

<x>
2 unconnected molecules or ions with the total composition C4H7N2S. Source: the OMol25 dataset; level of theory: the ωB97M-V functional and the def2-TZVPD basis.

Geometry (Å):
C -0.74 0.85 -0.75
C -1.36 -1.82 -1.03
C 1.33 1.95 0.07
C -0.07 -1.42 1.01
N 0.15 1.48 -0.44
N -0.77 -1.18 -0.19
S -1.97 -2.55 -2.27
H -1.74 0.59 -1.03
H 1.02 2.60 0.87
H 2.01 1.18 0.31
H 1.81 2.68 -0.53
H 0.79 -2.08 0.82
H -0.80 -1.84 1.70
H 0.32 -0.44 1.46

Values from the calculation:
HOMO-LUMO gap (eV): 9.29
Net charge: +1
LUMO energy (eV): -4.23
2S+1: 1

Stability check: which of them is most stable? <x>.

<w>
2 unconnected molecules or ions with the total composition C3H9NS. Source: the OMol25 dataset; level of theory: the ωB97M-V functional and the def2-TZVPD basis.

Geometry (Å):
C 1.36 -0.50 -0.21
C 0.01 0.27 -0.06
C -1.13 -0.67 -0.03
S -2.62 0.20 -0.36
N 0.31 1.24 0.96
H 1.23 -1.31 -0.92
H 2.13 0.20 -0.56
H 1.61 -0.90 0.77
H -0.11 0.75 -1.10
H -1.35 -1.11 0.95
H -0.79 -1.53 -0.62
H -0.68 0.84 -1.92
H -0.53 1.74 1.26
H 0.55 0.77 1.83

Values from the calculation:
HOMO-LUMO gap (eV): 6.53
LUMO energy (eV): -1.81
2S+1: 1

<x>
A single C3H9NS molecule. Source: the OMol25 dataset; level of theory: the ωB97M-V functional and the def2-TZVPD basis.

Geometry (Å):
C -0.47 -1.27 2.00
C -0.05 -0.30 -0.50
C -0.21 0.87 -1.40
H -1.31 -1.98 1.75
H 0.44 -1.85 2.06
H -0.70 -0.90 3.01
H 0.95 -0.75 -0.61
H -0.77 -1.07 -0.52
H -0.54 0.48 -2.37
H -1.02 1.49 -0.99
H 1.92 1.23 -1.60
H 1.13 2.06 -0.55
N 1.03 1.71 -1.50
S -0.38 0.27 1.22

Values from the calculation:
HOMO-LUMO gap (eV): 9.64
Structure (SMILES): CSCCN
LUMO energy (eV): 1.01
2S+1: 1

Stability check: which of them is most stable? <x>.

<w>
2 unconnected molecules or ions with the total composition C3H9NS. Source: the OMol25 dataset; level of theory: the ωB97M-V functional and the def2-TZVPD basis.

Geometry (Å):
C 0.22 1.20 -0.15
C 0.53 -0.23 -0.55
C -0.89 -1.02 -0.04
H -0.70 1.46 -0.53
H 1.01 1.80 -0.45
H 0.13 1.58 1.03
H 0.70 -0.01 -1.67
H 2.12 -0.60 0.87
H 2.40 -0.73 -0.71
H -0.74 -2.09 -0.06
H -0.96 -0.47 1.03
H -2.87 0.25 1.60
N 1.69 -0.89 -0.05
S -2.64 -0.25 -0.34

Values from the calculation:
HOMO-LUMO gap (eV): 8.02
LUMO energy (eV): -0.97
2S+1: 1

<x>
A single C3H9NS molecule. Source: the OMol25 dataset; level of theory: the ωB97M-V functional and the def2-TZVPD basis.

Geometry (Å):
C -0.36 -2.02 -1.08
C 0.81 -0.09 0.07
C 0.95 1.34 0.45
H 0.21 -1.99 -2.01
H 0.28 -2.52 -0.33
H -1.28 -2.78 -1.17
H 1.00 -0.81 0.79
H 1.20 -0.40 -0.99
H 2.02 1.76 0.57
H 0.73 2.21 -0.30
H 0.29 1.12 2.31
H -0.93 1.46 1.10
N 0.04 1.73 1.57
S -0.76 -0.35 -0.48

Values from the calculation:
HOMO-LUMO gap (eV): 9.45
Structure (SMILES): CSCCN
LUMO energy (eV): 0.98
2S+1: 1

Stability check: which of them is most stable? <x>.